Record 1
The following is a quantum chemistry calculation of a structure of composition C30H28N2SiTa in a non-equilibrium geometry, from the OMol25 dataset.

The geometry in XYZ format:
```
62
Properties=species:S:1:pos:R:3:forces:R:3
C 0.971 2.125 0.458 -0.4 1.6 -0.5
C 1.765 2.366 -0.698 -0.4 1.7 -0.4
C 0.905 2.360 -1.851 -0.1 2.0 0.3
H 2.825 2.608 -0.715 -0.1 -0.3 0.0
C -0.439 2.131 -1.395 0.1 1.9 0.2
C -0.410 1.966 0.014 -0.2 2.1 -0.6
H -1.321 1.871 0.598 0.4 -0.2 -0.1
H 1.299 2.277 1.480 0.1 -0.7 0.0
H 1.178 2.712 -2.841 0.0 -0.4 0.0
H -1.332 2.153 -2.006 0.2 -0.1 -0.1
Ta 0.796 0.376 -0.874 0.4 -9.7 3.9
C -3.185 -2.637 -1.140 0.4 0.7 -0.7
H -2.939 -2.583 -2.209 -0.1 0.3 0.2
H -3.269 -1.634 -0.695 -0.3 -0.2 -0.3
H -4.114 -3.192 -1.069 0.1 -0.1 0.4
Si 0.576 -0.052 -3.352 -1.3 -0.5 -3.5
C 1.558 -1.107 -4.538 1.1 -0.3 0.9
C 2.712 -0.545 -5.118 -0.1 -0.1 -0.1
H 3.130 0.373 -4.715 0.0 0.1 -0.2
C 3.322 -1.157 -6.216 -0.1 0.0 -0.1
H 4.161 -0.673 -6.723 -0.3 -0.2 0.3
C 2.838 -2.382 -6.689 -0.1 0.2 0.3
H 3.274 -2.836 -7.581 -0.1 0.1 0.4
C 1.812 -3.036 -5.993 0.0 0.1 0.2
H 1.499 -4.035 -6.301 0.1 0.3 0.1
C 1.184 -2.409 -4.912 0.0 0.1 -0.4
H 0.416 -2.933 -4.349 -0.1 0.0 -0.3
C -0.829 0.504 -4.507 0.1 0.0 1.1
C -0.679 0.467 -5.913 0.0 -0.2 -0.6
H 0.290 0.231 -6.355 -0.3 0.0 0.1
C -1.760 0.698 -6.774 0.2 0.1 0.3
H -1.632 0.617 -7.856 0.1 0.0 0.4
C -3.007 1.070 -6.256 0.3 -0.1 0.4
H -3.857 1.272 -6.911 0.3 0.0 0.1
C -3.167 1.171 -4.866 0.2 -0.1 0.5
H -4.113 1.523 -4.437 0.3 -0.4 -0.2
C -2.112 0.831 -4.011 -0.4 0.5 -0.1
H -2.296 0.808 -2.932 -0.1 0.0 -0.4
H 2.126 0.009 -2.049 -0.3 0.7 0.1
H -2.336 -3.109 -0.670 0.0 -0.6 0.4
C 1.391 -4.203 -1.415 0.2 -0.2 0.0
C 1.457 -2.810 -1.479 -0.3 0.1 -0.4
N 0.959 -1.998 -0.526 0.4 1.0 -0.3
C 0.561 -2.582 0.645 -0.3 -0.4 0.8
C 0.680 -4.001 0.860 -0.2 1.5 0.0
C 1.042 -4.813 -0.224 0.1 0.1 -0.4
C 0.423 -4.537 2.154 -0.3 0.2 0.8
C -0.025 -3.739 3.171 0.1 -0.9 -0.3
C -0.307 -2.361 2.965 0.5 0.5 -1.3
C -0.875 -1.576 3.979 0.0 0.3 0.1
C -1.111 -0.241 3.726 0.0 0.0 -0.1
C -0.751 0.292 2.483 0.2 -0.3 0.0
N -0.163 -0.411 1.502 0.0 0.0 -1.0
C 0.019 -1.747 1.704 0.0 -0.7 0.7
H 1.636 -4.784 -2.306 0.2 0.2 0.4
H 1.896 -2.313 -2.347 -0.2 -0.3 0.2
H 1.048 -5.900 -0.092 0.0 0.4 -0.2
H 0.601 -5.601 2.312 -0.1 0.3 0.0
H -0.203 -4.146 4.166 0.0 0.0 -0.3
H -1.119 -2.044 4.937 0.0 0.3 -0.3
H -1.556 0.427 4.460 0.0 -0.2 -0.1
H -0.973 1.343 2.323 0.3 -0.2 0.0
```
Forces are in eV/Å.

The net charge is +3. As for the lowest unoccupied orbital energy: -12.25 eV. The HOMO energy is -0.626 Ha. For the HOMO-LUMO gap, the calculation gives 4.78 eV.

---

Record 2
The following is a quantum chemistry calculation of a structure of composition C30H28N5O3PS2ScSe4, from the OMol25 dataset.

The geometry in XYZ format:
```
74
Properties=species:S:1:pos:R:3:forces:R:3
Sc 0.851 1.437 -0.094 0.5 -0.6 0.1
Se 3.347 0.828 1.144 0.1 0.0 0.2
Se 3.793 2.868 2.216 0.1 0.0 -0.1
Se 1.824 3.241 3.394 -0.1 0.0 0.2
Se 0.108 3.255 1.802 0.2 0.0 0.1
S 0.523 -2.789 -2.837 0.1 0.0 0.3
C -0.310 -1.405 -3.380 -0.1 -0.1 -0.1
C -0.162 -0.366 -2.518 0.2 0.1 -0.1
C 0.664 -0.605 -1.348 -0.3 0.1 -0.1
C 1.105 -1.904 -1.405 -0.2 -0.3 -0.3
C 1.965 -2.686 -0.496 -0.1 -0.1 0.2
C 1.841 -4.080 -0.366 -0.1 0.1 -0.1
C 2.672 -4.760 0.501 0.0 0.1 0.0
C 3.605 -4.046 1.242 0.0 0.0 0.0
C 3.648 -2.673 1.069 0.0 0.1 0.0
N 2.863 -2.013 0.221 0.1 0.1 0.0
H -0.861 -1.427 -4.311 0.0 0.0 0.1
H -0.595 0.599 -2.742 0.0 0.0 0.0
H 1.081 -4.611 -0.925 0.0 0.0 0.0
H 2.583 -5.834 0.613 0.0 0.0 0.0
H 4.270 -4.534 1.944 0.0 0.0 0.0
H 4.339 -2.053 1.632 0.0 0.0 0.0
O -1.906 3.609 -2.449 0.0 0.0 0.1
C -1.696 2.697 -1.676 -0.2 -0.1 0.1
O -0.547 2.377 -1.163 0.0 0.3 -0.3
C -2.844 1.753 -1.263 0.3 0.0 0.2
P -2.341 0.752 0.196 -0.5 -0.2 0.0
C -2.974 1.709 1.616 0.1 0.0 0.0
C -2.862 1.117 2.877 0.0 0.0 0.0
C -3.229 1.808 4.018 0.0 0.0 0.0
C -3.700 3.113 3.918 0.0 0.0 0.0
C -3.795 3.715 2.674 0.0 0.0 0.0
C -3.430 3.019 1.528 0.0 0.0 0.0
C -3.594 -0.613 0.103 0.1 0.0 -0.1
C -4.745 -0.724 0.879 0.0 0.0 -0.1
C -5.604 -1.808 0.724 0.0 0.0 0.0
C -5.331 -2.796 -0.209 0.0 0.0 0.0
C -4.184 -2.701 -0.988 0.0 0.0 0.0
C -3.323 -1.625 -0.824 0.0 0.0 0.1
H -3.003 1.057 -2.089 0.0 -0.1 0.0
H -3.770 2.305 -1.123 -0.1 0.1 -0.1
H -2.469 0.107 2.959 0.0 0.0 0.0
H -3.129 1.339 4.989 0.0 0.0 0.0
H -3.973 3.663 4.811 0.0 0.0 0.0
H -4.134 4.741 2.592 0.0 0.0 0.0
H -3.470 3.523 0.569 0.0 0.0 0.0
H -4.981 0.042 1.606 0.0 0.0 0.0
H -6.495 -1.875 1.338 0.0 0.0 0.0
H -6.005 -3.638 -0.325 0.0 0.0 0.0
H -3.954 -3.470 -1.716 0.0 0.0 0.0
H -2.415 -1.573 -1.418 0.0 0.0 0.0
S 0.225 -1.384 4.034 0.0 0.0 -0.1
C -0.463 -2.252 2.720 0.0 0.0 0.1
C -0.365 -1.513 1.591 0.0 0.0 0.0
N 0.235 -0.283 1.746 0.2 0.1 -0.3
C 0.604 -0.089 2.974 -0.1 -0.1 0.2
H -0.893 -3.234 2.841 0.0 0.1 0.0
H -0.712 -1.813 0.613 0.0 0.1 0.0
H 1.103 0.805 3.333 0.0 -0.1 -0.1
C 5.900 1.172 -3.237 0.0 0.0 0.1
N 4.667 1.587 -2.622 0.0 0.0 -0.1
C 4.501 2.778 -1.809 0.0 0.1 0.1
C 3.039 2.637 -1.418 0.1 0.1 -0.2
O 2.386 3.348 -0.683 -0.2 0.1 0.1
N 2.521 1.513 -1.983 -0.5 0.0 0.0
C 3.503 0.904 -2.617 0.1 0.0 0.1
N 3.349 -0.282 -3.233 -0.1 0.0 0.1
H 6.460 2.053 -3.547 0.0 0.0 0.0
H 5.689 0.580 -4.128 0.0 0.0 0.0
H 6.527 0.586 -2.558 0.0 0.0 0.0
H 4.695 3.700 -2.362 0.0 0.0 0.0
H 5.108 2.752 -0.903 0.0 0.0 0.0
H 2.507 -0.767 -2.934 0.0 0.0 0.0
H 4.164 -0.864 -3.330 0.0 0.0 0.0
```
Forces are in eV/Å.

The energy above the lowest of the compared OMol25 structures with the same formula, charge and spin is 2.1 kcal per mole. The net charge is -1. As for the lowest unoccupied orbital energy: 2.15 eV. The HOMO energy is -0.136 Ha. For the HOMO-LUMO gap, the calculation gives 5.84 eV.

---

Record 3
The following is a quantum chemistry calculation of a structure of composition C30H29BFeN4O9P in a non-equilibrium geometry, from the OMol25 dataset.

The geometry in XYZ format:
```
75
Properties=species:S:1:pos:R:3:forces:R:3
Fe 0.284 1.100 0.554 0.9 0.1 1.1
N -2.593 0.007 1.573 0.4 -0.5 -1.5
P -1.903 -0.904 0.265 -0.1 1.9 -2.6
C -3.301 -1.744 -0.578 -1.0 0.8 1.3
C -3.051 -3.014 -1.035 0.1 -0.6 -0.1
C -4.121 -3.883 -1.246 1.0 -0.3 0.2
C -5.386 -3.494 -0.869 -0.6 -1.7 -0.7
C -5.671 -2.193 -0.551 0.4 1.4 0.0
C -4.669 -1.247 -0.525 2.1 -0.4 0.8
C -0.793 -2.032 1.023 0.5 -0.4 0.4
C 0.584 -2.014 0.660 -0.4 -0.2 0.4
C 1.445 -2.907 1.297 0.2 0.4 -0.4
C 0.907 -3.816 2.210 -0.2 -0.9 0.2
C -0.394 -3.680 2.714 -0.3 0.8 -0.9
C -1.273 -2.772 2.099 0.2 -0.9 0.7
C -2.593 1.380 1.655 0.4 2.2 0.0
C -3.654 2.010 2.347 0.2 -1.5 -0.3
C -3.561 3.336 2.672 1.1 0.7 -2.4
C -2.600 4.104 1.960 0.9 -1.0 -0.3
C -1.565 3.443 1.241 -2.5 0.0 1.5
N -1.558 2.102 1.141 -0.5 -0.9 0.3
H -3.408 -0.415 2.000 0.1 -0.1 -0.1
H -2.021 -3.374 -1.161 -0.4 0.1 0.2
H -3.833 -4.898 -1.527 -0.6 0.2 -0.1
H -6.185 -4.231 -0.888 0.1 0.1 0.0
H -6.642 -1.867 -0.252 -0.7 0.0 -0.2
H -4.866 -0.183 -0.339 0.1 -0.5 0.1
H 1.032 -1.330 -0.089 -0.7 -0.6 0.5
H 2.530 -2.837 1.056 -1.0 -0.5 0.1
H 1.409 -4.772 2.427 0.3 0.9 0.5
H -0.762 -4.259 3.543 0.1 -0.4 0.0
H -2.342 -2.718 2.458 1.3 0.0 -0.6
H -4.535 1.359 2.484 0.5 0.6 0.7
H -4.276 3.846 3.256 -0.9 0.3 0.5
H -2.700 5.180 1.851 0.3 -0.1 0.6
H -0.758 4.006 0.822 0.3 0.0 -0.4
O 1.662 2.378 3.966 0.5 -0.2 0.3
C 1.691 1.547 3.077 -1.0 0.4 -0.4
O 0.624 1.087 2.523 -1.3 -0.5 -1.4
C 2.956 1.049 2.492 1.1 0.6 0.7
C 3.985 1.146 3.451 0.0 -0.8 -2.0
C 5.284 0.976 2.994 -1.3 0.4 -1.4
C 5.602 0.774 1.609 -2.6 -0.6 0.7
C 4.528 0.591 0.691 2.2 0.9 1.9
C 3.140 0.741 1.103 1.6 -0.7 0.5
O 2.209 0.490 0.247 -0.9 0.8 -0.3
N 5.030 0.695 -0.738 -1.6 -0.5 0.3
O 5.333 -0.320 -1.388 -0.4 2.2 1.1
O 5.011 1.871 -1.097 0.5 -1.5 -0.7
N 6.312 1.016 3.929 4.8 -2.5 1.2
O 6.168 1.299 5.126 -0.3 0.0 -2.2
O 7.430 0.526 3.476 -2.5 1.8 1.5
H 3.698 1.236 4.495 0.4 0.4 -0.3
H 6.641 0.657 1.362 0.1 0.1 -0.4
C 1.364 -0.797 -3.814 0.3 1.0 0.8
C 0.032 -0.076 -3.446 -0.3 -1.8 -0.5
C -0.812 -0.142 -4.759 1.4 -0.9 -0.4
O -0.786 -0.879 -2.465 0.8 0.5 -0.1
B -1.149 -0.089 -1.356 -0.6 0.3 -0.1
O -0.500 1.178 -1.397 0.7 0.4 -1.3
C 0.169 1.326 -2.771 0.7 0.0 1.1
C -0.583 2.359 -3.587 0.9 0.5 1.2
C 1.613 1.825 -2.438 0.1 -0.8 -1.8
H 1.157 -1.583 -4.536 0.0 -0.5 0.5
H 1.869 -1.098 -2.886 -0.1 -0.5 -0.4
H 2.113 -0.158 -4.338 -0.8 0.1 0.4
H -1.041 -1.211 -5.072 0.0 1.2 1.1
H -0.200 0.179 -5.642 -0.6 0.4 0.8
H -1.668 0.461 -4.574 -1.0 0.0 -0.7
H -1.646 2.058 -3.606 0.5 1.0 -0.1
H -0.084 2.438 -4.559 -0.6 -0.3 -0.1
H -0.287 3.307 -3.098 -1.2 -0.1 -0.2
H 2.049 2.187 -3.411 -0.3 -0.1 0.9
H 2.282 1.020 -2.092 -0.5 0.4 0.0
H 1.628 2.647 -1.720 -0.2 -0.1 -0.1
```
Forces are in eV/Å.

As for the lowest unoccupied orbital energy (spin up / spin down): -0.33 / -0.43 eV. The HOMO energy (spin up / spin down) is -0.195 / -0.302 Ha. For the HOMO-LUMO gap (spin up / spin down), the calculation gives 4.98 / 7.80 eV. The spin multiplicity is 6.